14 unconnected molecules or ions with the total composition C28H84O28, computed with ωB97M-V/def2-TZVPD.

Properties
Kohn-Sham gap (eV): 9.7992
HOMO (eV): -9.92

Each line ends with the Löwdin charge.
Cartesian coordinates (Å):
C: 2.829 -18.448 -7.557  -0.193
C: 2.711 -17.073 -6.850  -0.252
O: 2.979 -17.216 -5.462  -0.059
O: 1.569 -19.199 -7.405  -0.093
H: 3.689 -18.996 -7.172  0.114
H: 3.009 -18.262 -8.615  0.111
H: 1.731 -16.627 -7.022  0.118
H: 3.417 -16.449 -7.399  0.113
H: 2.191 -17.662 -5.142  0.075
H: 1.276 -19.363 -6.506  0.066
C: -4.482 -26.667 -19.973  -0.208
C: -3.485 -27.887 -20.056  -0.249
O: -2.185 -27.693 -19.555  -0.073
O: -4.051 -25.495 -20.693  -0.078
H: -4.649 -26.493 -18.910  0.113
H: -5.417 -26.965 -20.447  0.110
H: -3.298 -28.172 -21.092  0.109
H: -3.825 -28.761 -19.501  0.117
H: -1.837 -26.910 -19.987  0.079
H: -4.408 -25.540 -21.584  0.080
C: 2.465 -33.029 -13.954  -0.223
C: 1.362 -32.702 -15.066  -0.227
O: 1.756 -31.441 -15.512  -0.088
O: 2.347 -32.172 -12.850  -0.074
H: 3.489 -32.816 -14.261  0.112
H: 2.431 -34.086 -13.690  0.111
H: 0.316 -32.611 -14.776  0.116
H: 1.392 -33.406 -15.898  0.105
H: 1.080 -31.067 -16.082  0.090
H: 2.184 -31.285 -13.178  0.077
C: 2.536 -23.071 -14.738  -0.196
C: 3.498 -24.252 -15.154  -0.234
O: 3.913 -25.116 -14.080  -0.084
O: 3.361 -22.182 -13.970  -0.090
H: 1.783 -23.476 -14.064  0.116
H: 2.256 -22.513 -15.632  0.119
H: 4.373 -23.835 -15.652  0.111
H: 3.004 -24.914 -15.865  0.106
H: 4.415 -25.826 -14.487  0.079
H: 3.552 -22.650 -13.154  0.074
C: -3.453 -18.569 -20.889  -0.205
C: -2.824 -19.168 -19.653  -0.263
O: -3.813 -19.995 -19.046  -0.055
O: -3.590 -19.641 -21.905  -0.080
H: -2.822 -17.721 -21.154  0.115
H: -4.432 -18.171 -20.620  0.115
H: -2.600 -18.277 -19.067  0.113
H: -1.815 -19.551 -19.810  0.124
H: -3.782 -20.900 -19.366  0.081
H: -3.813 -20.455 -21.448  0.055
C: 8.653 -27.199 -20.346  -0.180
C: 8.312 -28.360 -21.394  -0.218
O: 8.217 -27.899 -22.750  -0.072
O: 9.684 -26.361 -20.941  -0.099
H: 8.915 -27.545 -19.347  0.113
H: 7.796 -26.531 -20.263  0.105
H: 7.329 -28.717 -21.085  0.107
H: 8.955 -29.236 -21.308  0.109
H: 9.101 -27.627 -23.009  0.074
H: 9.342 -26.027 -21.774  0.063
C: 6.454 -26.552 -8.176  -0.260
C: 5.718 -25.243 -7.975  -0.276
O: 5.499 -24.503 -9.147  -0.044
O: 7.640 -26.357 -8.908  -0.061
H: 5.788 -27.245 -8.691  0.114
H: 6.719 -27.017 -7.226  0.117
H: 6.173 -24.644 -7.186  0.123
H: 4.783 -25.499 -7.476  0.113
H: 4.946 -25.011 -9.746  0.096
H: 7.720 -25.414 -9.064  0.077
C: 6.953 -20.327 -20.730  -0.256
C: 7.127 -20.867 -22.230  -0.228
O: 8.351 -20.387 -22.744  -0.067
O: 5.667 -20.429 -20.206  -0.064
H: 7.360 -19.325 -20.592  0.113
H: 7.631 -20.944 -20.142  0.107
H: 6.273 -20.461 -22.771  0.109
H: 7.050 -21.954 -22.228  0.111
H: 8.397 -20.593 -23.681  0.085
H: 5.721 -20.220 -19.270  0.089
C: 9.028 -31.932 -11.986  -0.271
C: 9.978 -31.903 -13.161  -0.253
O: 11.049 -32.811 -12.907  -0.055
O: 9.669 -31.533 -10.795  -0.058
H: 8.688 -32.961 -11.868  0.121
H: 8.134 -31.327 -12.133  0.117
H: 10.307 -30.878 -13.331  0.116
H: 9.397 -32.216 -14.029  0.115
H: 11.750 -32.305 -12.489  0.083
H: 9.609 -30.575 -10.782  0.085
C: 1.899 -24.638 -23.686  -0.230
C: 1.834 -26.054 -24.295  -0.212
O: 3.073 -26.384 -24.960  -0.081
O: 2.350 -24.650 -22.318  -0.083
H: 0.894 -24.219 -23.658  0.105
H: 2.470 -23.915 -24.269  0.117
H: 1.039 -26.122 -25.037  0.111
H: 1.506 -26.852 -23.630  0.115
H: 3.818 -26.603 -24.396  0.082
H: 2.371 -23.729 -22.049  0.076
C: -3.420 -18.263 -12.233  -0.186
C: -4.749 -17.434 -12.434  -0.231
O: -4.840 -16.229 -11.684  -0.073
O: -3.297 -19.016 -10.988  -0.100
H: -2.582 -17.592 -12.045  0.113
H: -3.304 -18.967 -13.057  0.107
H: -5.642 -18.001 -12.173  0.113
H: -4.819 -17.184 -13.493  0.109
H: -5.209 -15.623 -12.332  0.076
H: -2.455 -18.822 -10.570  0.070
C: 6.198 -15.448 -14.057  -0.190
C: 7.477 -15.726 -15.019  -0.283
O: 7.811 -17.035 -15.101  -0.064
O: 5.028 -16.214 -14.423  -0.069
H: 6.012 -14.376 -14.116  0.107
H: 6.589 -15.649 -13.060  0.104
H: 8.386 -15.252 -14.651  0.113
H: 7.228 -15.428 -16.038  0.110
H: 8.746 -17.025 -15.317  0.091
H: 5.084 -17.117 -14.102  0.081
C: -4.020 -27.748 -13.379  -0.221
C: -4.507 -26.371 -12.977  -0.247
O: -3.564 -25.760 -12.084  -0.084
O: -3.956 -28.538 -12.186  -0.068
H: -3.032 -27.659 -13.830  0.115
H: -4.640 -28.278 -14.102  0.120
H: -5.427 -26.337 -12.394  0.115
H: -4.756 -25.635 -13.741  0.112
H: -3.864 -24.849 -12.037  0.081
H: -3.338 -28.160 -11.556  0.076
C: 0.222 -28.961 -6.387  -0.243
C: -0.434 -27.759 -7.082  -0.262
O: 0.013 -27.700 -8.400  -0.072
O: -0.219 -30.087 -7.094  -0.066
H: -0.009 -28.978 -5.322  0.121
H: 1.303 -28.963 -6.528  0.115
H: -0.337 -26.806 -6.562  0.116
H: -1.476 -28.053 -7.210  0.118
H: -0.426 -27.014 -8.908  0.092
H: 0.135 -29.980 -7.980  0.081

A molecular structure, C22H30N2O2SeTeV, computed with ωB97M-V/def2-TZVPD.

Properties
Kohn-Sham gap (spin up / spin down) (eV): 6.4469 / 6.7831
HOMO (spin up / spin down) (eV): -10.75 / -11.10
Charge: +1
Multiplicity: 3

Each line ends with the Löwdin spin population.
Cartesian coordinates (Å):
V: 0.489 -0.534 -0.278  2.036
C: -2.851 -2.856 0.029  0.001
C: -1.880 -3.343 1.073  0.000
C: -1.875 -4.663 1.500  0.000
C: -0.953 -5.101 2.439  0.000
C: -0.016 -4.223 2.958  0.000
C: 0.017 -2.893 2.557  0.001
C: 1.048 -1.934 3.091  0.006
C: -0.936 -2.479 1.632  0.004
N: -0.900 -1.119 1.165  0.005
C: -1.643 -0.206 1.671  0.027
C: -2.616 -0.397 2.778  0.004
C: -1.501 1.161 1.024  0.027
C: -2.372 2.277 1.477  0.004
N: -0.629 1.213 0.090  0.005
C: -0.398 2.400 -0.690  0.004
C: 0.338 3.456 -0.156  0.001
C: 0.891 3.397 1.243  0.000
C: 0.582 4.548 -0.979  0.000
C: 0.114 4.575 -2.283  0.001
C: -0.590 3.497 -2.795  0.000
C: -0.847 2.378 -2.012  0.003
C: -1.567 1.180 -2.574  0.006
H: -3.406 -3.693 -0.388  0.000
H: -2.323 -2.361 -0.789  0.001
H: -3.580 -2.152 0.438  0.000
H: -2.595 -5.355 1.082  0.000
H: -0.960 -6.133 2.761  0.000
H: 0.709 -4.573 3.682  0.000
H: 1.667 -2.416 3.845  0.000
H: 0.596 -1.051 3.547  0.000
H: 1.717 -1.598 2.291  0.005
H: -2.515 -1.386 3.219  0.000
H: -3.633 -0.283 2.393  0.001
H: -2.475 0.367 3.543  0.001
H: -3.418 1.969 1.438  0.001
H: -2.229 3.159 0.858  0.000
H: -2.151 2.528 2.517  0.002
H: 1.425 2.459 1.408  0.000
H: 0.113 3.490 2.003  0.000
H: 1.597 4.210 1.402  0.000
H: 1.156 5.380 -0.591  0.000
H: 0.309 5.436 -2.909  0.000
H: -0.941 3.514 -3.819  0.000
H: -1.914 1.386 -3.584  0.000
H: -2.437 0.907 -1.972  0.000
H: -0.913 0.303 -2.631  0.004
O: 0.633 -1.579 -1.588  -0.126
O: 1.105 -1.470 -2.871  -0.043
C: 4.804 1.263 -2.924  -0.006
Te: 2.963 0.143 -2.979  0.005
C: 4.037 -1.664 -3.230  0.002
H: 5.241 1.249 -3.923  0.000
H: 5.505 0.838 -2.208  0.000
H: 4.578 2.291 -2.646  0.000
H: 5.087 -1.491 -3.017  0.000
H: 3.894 -2.000 -4.255  0.000
H: 3.596 -2.385 -2.550  0.000
Se: 2.855 0.366 -0.514  0.017

A single C6H12N2O molecule, computed with ωB97M-V/def2-TZVPD.

Properties
Kohn-Sham gap (eV): 7.5425
HOMO (eV): -7.25

Each line ends with the Löwdin charge.
Cartesian coordinates (Å):
C: 2.438 0.044 -0.663  -0.148
C: -2.405 0.218 0.791  -0.021
C: 0.517 -1.353 1.174  -0.041
C: -0.913 0.361 -1.225  -0.014
C: -1.123 0.229 0.029  -0.161
C: 0.254 0.115 0.860  -0.593
N: -0.990 0.545 -2.509  0.168
O: 1.093 0.446 -0.559  -0.260
N: 0.455 0.957 1.842  0.056
H: -0.699 1.432 -2.901  0.131
H: -0.945 -0.247 -3.136  0.128
H: 0.266 1.914 1.549  0.026
H: 2.990 0.341 0.236  0.085
H: 2.897 0.547 -1.520  0.074
H: 2.550 -1.042 -0.798  0.072
H: -2.598 -0.789 1.170  0.089
H: -2.277 0.871 1.658  0.087
H: -3.260 0.542 0.198  0.081
H: 0.459 -1.977 0.281  0.080
H: 1.506 -1.450 1.620  0.081
H: -0.214 -1.704 1.904  0.079

A molecular structure, C14H18CuN3O2PS2, computed with ωB97M-V/def2-TZVPD.

Properties
Kohn-Sham gap (eV): 6.8890
HOMO (eV): -4.48
Charge: -1

Each line ends with the Löwdin charge.
Cartesian coordinates (Å):
Cu: 1.996 0.904 0.272  0.034
O: -1.424 2.176 -2.728  0.039
C: -2.447 1.615 -2.061  -0.278
C: -3.705 1.604 -2.669  -0.030
C: -4.787 1.041 -2.022  -0.110
C: -4.639 0.476 -0.756  -0.113
C: -3.394 0.487 -0.155  -0.039
C: -2.284 1.049 -0.784  -0.081
C: -0.936 1.045 -0.137  -0.460
O: 0.035 1.575 -0.772  -0.106
N: -0.872 0.457 1.042  0.020
N: 0.417 0.455 1.551  -0.145
C: 0.506 -0.034 2.717  -0.910
S: -0.908 -0.596 3.629  0.889
C: 0.074 -1.263 5.003  -0.559
C: 1.321 -0.413 5.157  -0.550
S: 2.061 -0.220 3.517  0.894
H: -0.641 2.088 -2.102  0.060
H: -3.802 2.048 -3.651  0.108
H: -5.756 1.041 -2.507  0.092
H: -5.488 0.035 -0.250  0.088
H: -3.245 0.054 0.825  0.101
H: 0.344 -2.298 4.792  0.067
H: -0.546 -1.234 5.900  0.067
H: 2.064 -0.887 5.799  0.070
H: 1.072 0.567 5.565  0.073
N: 4.575 2.576 0.658  -0.115
C: 3.578 1.995 0.529  -0.407
C: 3.406 -1.961 -1.418  -0.283
P: 2.059 -0.723 -1.337  0.783
C: 2.202 0.048 -2.987  -0.264
C: 0.586 -1.781 -1.581  -0.263
H: 3.338 -2.579 -2.316  0.033
H: 3.359 -2.601 -0.535  0.034
H: 4.365 -1.442 -1.402  0.038
H: 2.222 -0.698 -3.786  0.038
H: 3.113 0.647 -3.021  0.043
H: 1.353 0.715 -3.133  0.032
H: 0.691 -2.436 -2.449  0.037
H: -0.291 -1.146 -1.711  0.032
H: 0.425 -2.384 -0.686  0.041

Asked for max |F| across the records above, the calculation gives 3.43 0.42 0.31 0.14 eV Å⁻¹ in order.
Asked for DFT total energy across the records above, the calculation gives -3223.4715 -4729.4834 -420.4053 -3637.3602 Eh in order.
Asked for energy above the lowest of the compared OMol25 structures with the same formula, charge and spin across the records above, the calculation gives 8.277 0.000 4.859 0.027 eV in order.